Version one
The following is a DFT calculation (ωB97M-V with the def2-TZVPD basis set) of an isolated molecule of C4H4ClN3.

Each line ends with the Löwdin charge.
Atoms and positions in Å:
Cl -3.042 2.398 -0.038  0.592
C -1.498 1.643 0.284  -0.528
C -1.234 0.409 -0.134  -0.127
N 0.066 -0.164 0.032  -0.136
C 0.588 -1.357 -0.385  -0.052
C 1.901 -1.295 -0.005  -0.149
N 2.141 -0.112 0.607  0.014
N 1.041 0.564 0.590  0.017
H -0.777 2.253 0.798  0.061
H -1.869 -0.237 -0.703  0.111
H 0.025 -2.086 -0.957  0.117
H 2.657 -2.015 -0.089  0.080

Molecular weight = 129.6 g/mol
Gap between HOMO and LUMO = 9.949 eV
Net charge = 0
Lowest unoccupied orbital energy = 0.502 eV
HOMO = -9.45 eV
SMILES = Cl/C=C/n1ccnn1

Version two
The following is a DFT calculation (ωB97M-V with the def2-TZVPD basis set) of a cluster of 2 separate species, C4H4ClN3 in total.

Each line ends with the Löwdin charge.
Atoms and positions in Å:
N -2.612 -3.358 -0.223  0.179
C -1.728 -2.650 -0.030  -0.150
C -0.863 -1.545 0.164  -0.274
N 0.253 -1.667 0.819  0.064
N 0.812 -0.477 1.013  -0.047
C 0.252 0.457 0.359  -0.072
C -1.080 -0.084 -0.216  -0.062
H 0.395 1.457 0.361  0.083
H -1.889 0.277 0.438  0.134
H -1.390 0.320 -1.266  0.160
Cl 3.804 -0.901 0.396  0.229
H 2.543 -1.338 0.291  -0.245

Molecular weight = 129.6 g/mol
Gap between HOMO and LUMO = 9.390 eV
Net charge = 0
Lowest unoccupied orbital energy = -1.200 eV
HOMO = -10.59 eV
SMILES = N#CC1=NN=CC1.Cl

Of the structures shown above, version two is the least stable.